C4H3NO2 | ωB97M-V/def2-TZVPD

The geometry in XYZ format:
```
10
Properties=species:S:1:pos:R:3:forces:R:3
C -0.1776 -0.1420 0.4213 0.3 -0.3 -1.1
C -0.2225 -0.8708 1.3852 -0.1 -1.2 0.7
C 3.3528 -0.6434 -0.2470 -0.5 3.2 -0.2
C 0.2573 0.3657 -0.8537 0.2 0.1 1.3
N -0.6070 0.7652 -1.7228 -2.2 0.6 -1.8
O 3.4340 0.5180 -0.3040 0.5 -0.7 0.1
O 3.1894 -1.7683 -0.1965 0.0 -2.4 0.1
H -1.7022 0.6812 -1.6940 2.6 0.3 0.2
H -0.2266 1.1885 -2.6086 -0.8 -0.9 1.3
H -0.2368 -1.6633 2.1528 -0.1 1.3 -0.7
```
Positions in Å, forces in eV/Å.

For the HOMO-LUMO gap, the calculation gives 8.8 eV. Its relative energy (zero: lowest compared OMol25 entry of this formula, charge and spin) is 78.01 kcal per mole. The calculation puts the LUMO energy at 0.53 eV. Its total energy is -9778.3038 eV. As for the total charge: 0.